No. 1
187
Properties=species:S:1:pos:R:3 method="wB97M-V/def2-TZVPD" relative_energy_kcal_mol=27.5 smiles="CCOC(=O)C(F)(F)F.CCOC(=O)C(F)(F)F.CCOC(=O)C(F)(F)F.CCOS(C)(=O)=O.CCOS(C)(=O)=O.COCCOCCOC.COCCOCCOC.COCCOCCOC.COCCOCCOC.COCCOCCOC" homo_lumo_gap_ev=9.1649 energy_ha=-5615.81698 e_homo_ev=-8.96 molar_mass_g_mol=1345.42 lumo_ev=0.206
C 17.16178 -0.77002 23.33252
C 17.41184 -2.19695 23.85404
O 16.95307 -2.27413 25.28215
C 15.74735 -2.83531 25.42614
O 14.99741 -3.33203 24.68710
C 15.44790 -2.85385 26.91994
F 15.74027 -1.76373 27.62516
F 14.17847 -3.17465 27.17803
F 16.23233 -3.87102 27.43778
H 17.51085 -0.63440 22.29232
H 17.52053 -0.01001 24.00722
H 16.08836 -0.56466 23.19809
H 18.47782 -2.40222 23.86930
H 16.90818 -2.97989 23.36151
C 17.88341 1.36652 19.68643
C 17.65028 0.36224 18.59747
O 16.33493 -0.33939 18.63880
C 16.26674 -1.27267 19.60678
O 17.08934 -1.56489 20.39857
C 14.98007 -2.09614 19.64669
F 13.95126 -1.48544 19.05766
F 15.10539 -3.31691 19.08304
F 14.61776 -2.33711 20.86864
H 17.02148 2.00223 19.78274
H 18.84798 1.74951 19.42803
H 18.02010 0.84950 20.65452
H 18.43702 -0.37891 18.43193
H 17.49602 0.88758 17.66794
C 12.42827 1.23563 17.50374
C 11.15241 1.78301 18.22486
O 11.21982 1.28918 19.64224
C 10.72256 0.03641 19.76939
O 10.26352 -0.60522 18.89302
C 10.70274 -0.45181 21.25335
F 11.88633 -1.01944 21.45347
F 10.55140 0.61834 22.03434
F 9.62910 -1.23479 21.43525
H 13.26919 1.49398 18.12102
H 12.41689 1.92641 16.63273
H 12.29437 0.17800 17.31092
H 10.17845 1.49562 17.84566
H 11.26040 2.82314 18.37540
C 14.67704 1.10989 21.44282
C 13.54817 1.67780 22.29442
O 13.38998 0.78277 23.39412
S 13.71277 1.19349 24.81470
C 12.24580 1.78320 25.41584
O 14.12795 -0.00263 25.45734
O 14.71271 2.28169 24.69994
H 15.59875 1.16740 22.07125
H 14.75531 1.54608 20.48014
H 14.38880 0.08308 21.27617
H 13.84496 2.62456 22.62313
H 12.58803 1.68459 21.79689
H 12.26629 2.01566 26.46761
H 11.48152 1.03240 25.17355
H 12.09332 2.75314 24.95648
C 14.60451 0.52443 14.44779
C 15.32320 1.07196 15.66908
O 14.72311 2.48986 15.77337
S 15.58202 3.33214 16.82450
C 14.89282 4.87662 16.52532
O 15.19865 2.97603 18.16098
O 16.96864 3.26449 16.43762
H 14.95082 1.09297 13.55528
H 13.52656 0.64612 14.47863
H 14.86766 -0.51592 14.24363
H 15.20661 0.61375 16.64825
H 16.37567 1.32470 15.47155
H 15.15961 5.59052 17.27743
H 13.82495 4.62305 16.51296
H 15.18762 5.23747 15.54706
C 13.08561 4.89246 20.92668
O 13.34046 4.69728 22.33224
C 13.27254 5.97829 22.96122
C 13.63363 5.82361 24.37358
O 12.59358 5.22950 25.13213
C 12.92295 5.22111 26.51135
C 11.65317 5.31412 27.32616
O 10.90953 4.09937 27.22945
C 9.64436 4.20383 27.79881
H 13.81860 5.59796 20.50957
H 12.02759 5.23806 20.78555
H 13.24656 3.89676 20.48069
H 12.24548 6.40076 22.91177
H 13.94446 6.70033 22.44893
H 13.88953 6.76946 24.87838
H 14.49643 5.14672 24.36958
H 13.47784 6.15227 26.74476
H 13.55055 4.34841 26.74621
H 11.07320 6.15886 26.78731
H 11.84863 5.64465 28.38198
H 9.07808 3.30523 27.51672
H 9.17556 5.09652 27.38361
H 9.67348 4.13895 28.89753
C 7.42695 0.37198 19.67879
O 8.30311 1.17342 20.43258
C 7.96999 2.57031 20.12146
C 8.95423 3.38155 20.83756
O 8.62110 3.38360 22.18363
C 9.59281 4.26857 22.80413
C 9.06382 4.79995 24.07813
O 8.19379 5.89570 23.71444
C 7.59905 6.52882 24.79342
H 7.48882 0.54068 18.56880
H 6.39211 0.45259 19.88372
H 7.68592 -0.69713 19.78054
H 6.96877 2.82604 20.45022
H 7.98344 2.69561 19.02960
H 8.86824 4.43707 20.47469
H 9.96352 2.98372 20.68785
H 9.85407 5.19721 22.25550
H 10.48273 3.67893 22.91023
H 9.90386 5.20122 24.62373
H 8.49853 4.07448 24.60594
H 6.99752 7.32713 24.41414
H 8.42838 6.89894 25.44229
H 6.95962 5.85942 25.40030
C 13.91322 9.54155 20.38050
O 14.76616 8.42145 20.41396
C 16.03517 8.58376 19.84926
C 16.92557 7.40190 20.15230
O 16.36315 6.14185 19.67376
C 17.16188 5.00058 20.01551
C 16.79000 4.33157 21.35147
O 16.93399 5.17994 22.39215
C 17.05061 4.33664 23.54840
H 13.85167 9.93252 19.35072
H 14.24394 10.32517 21.06737
H 12.94777 9.24272 20.78737
H 16.62269 9.48474 20.18068
H 15.83690 8.69992 18.79274
H 17.18394 7.31776 21.24628
H 17.83060 7.65035 19.60124
H 18.21632 5.28561 20.02318
H 17.05438 4.29882 19.19216
H 17.36128 3.40308 21.56772
H 15.76909 3.99959 21.28034
H 17.31826 4.97800 24.39353
H 17.89222 3.64836 23.31920
H 16.12933 3.77281 23.76807
C 10.84558 -3.86027 23.62726
O 10.43277 -2.60033 24.13400
C 11.50106 -1.83434 24.66384
C 11.40139 -1.65879 26.14746
O 10.22908 -0.88752 26.48988
C 9.96583 -0.77668 27.88175
C 10.54510 0.56039 28.43662
O 11.98246 0.47587 28.55502
C 12.52895 1.63479 29.02388
H 11.35262 -3.75788 22.67757
H 9.91581 -4.32659 23.40160
H 11.48284 -4.47811 24.31451
H 11.36977 -0.83827 24.25531
H 12.48252 -2.11383 24.30538
H 12.31295 -1.14183 26.41164
H 11.31173 -2.64640 26.57035
H 10.28401 -1.56794 28.48696
H 8.86542 -0.71504 27.97372
H 10.17798 0.84519 29.39820
H 10.36270 1.35195 27.71450
H 12.30233 1.88539 30.08398
H 12.23967 2.53930 28.44314
H 13.60993 1.46848 28.93013
C 17.48010 0.97747 27.38426
O 18.29844 2.10245 27.26523
C 18.56946 2.19969 25.91003
C 19.60563 3.26631 25.68658
O 20.79557 2.84284 26.30423
C 21.91217 3.39787 25.58755
C 22.21984 4.82206 25.96902
O 21.14615 5.76508 25.75625
C 20.69304 6.60750 26.79779
H 16.60081 0.93341 26.73919
H 17.29455 0.86597 28.45434
H 18.06501 0.10406 27.20265
H 17.61814 2.38618 25.34572
H 18.89440 1.22761 25.55362
H 19.23115 4.23174 26.01896
H 19.82870 3.40935 24.60767
H 21.75720 3.23359 24.50234
H 22.80351 2.80580 25.85515
H 23.06988 5.14739 25.38101
H 22.53342 4.78323 27.02968
H 21.61098 6.98228 27.30112
H 19.99720 6.08581 27.45111
H 20.23156 7.45985 26.30234



No. 2
76
Properties=species:S:1:pos:R:3 method="wB97M-V/def2-TZVPD" homo_lumo_gap_ev=7.0878 energy_ha=-3049.81270 e_homo_ev=-10.88 molar_mass_g_mol=589.41 total_charge=+1 lumo_ev=-3.790
C 0.35813 -5.20698 -1.15233
C 0.72150 -4.23578 -0.56719
C 1.00133 -2.95072 0.06753
C -0.27840 -2.07752 0.26236
P -1.33587 -2.12424 -1.27554
C -2.85818 -3.02815 -0.79370
C -1.85330 -0.41244 -1.69734
C 0.46142 -0.73792 0.51902
C 1.47671 -0.80591 -0.58151
N 1.77909 -2.03144 -0.78208
N 2.72936 -2.44289 -1.69215
H 0.01704 -5.96584 -1.81539
H 1.40422 -3.17106 1.05951
H -0.83243 -2.29323 1.17527
H -3.65276 -2.79358 -1.49777
H -3.22570 -2.74635 0.19327
H -2.61085 -4.08583 -0.82469
H -1.53653 0.35116 -0.99128
H -1.47618 -0.18074 -2.68952
H -2.93952 -0.39566 -1.79107
H 0.97548 -0.81526 1.48253
H -0.09126 0.19405 0.47229
H 1.86697 0.06131 -1.09447
H 2.34002 -3.06430 -2.39405
H 3.16822 -1.62761 -2.09757
C -0.59011 5.10846 -4.46219
O 0.14421 5.24461 -3.23820
P -0.06834 4.08100 -2.11287
O -0.55160 2.91691 -2.88934
O -1.31075 4.94663 -1.47408
C -1.26995 6.38091 -1.37481
O 0.16812 3.34776 -0.64536
C 0.79751 4.10407 0.41455
H -0.45184 6.04352 -5.00167
H -0.20161 4.29380 -5.06624
H -1.64722 4.95508 -4.25045
H -1.82637 6.81801 -2.20263
H -0.25407 6.76833 -1.38694
H -1.74662 6.66616 -0.43884
H 0.10481 4.84981 0.80667
H 1.70782 4.59344 0.06979
H 1.05775 3.41085 1.21046
C 4.81904 -3.13431 0.25440
O 6.11456 -2.53709 0.20684
P 7.26898 -3.31059 1.05846
O 6.84036 -4.70869 1.16261
O 7.01318 -2.45965 2.43286
C 6.60994 -1.08808 2.40920
O 8.86884 -3.39593 1.27209
C 9.68010 -2.21684 1.06799
H 4.12794 -2.44191 -0.20871
H 4.80025 -4.06339 -0.30996
H 4.51836 -3.30985 1.28975
H 5.53081 -1.02161 2.56073
H 6.86737 -0.59513 1.47364
H 7.11124 -0.57451 3.22763
H 9.53410 -1.51346 1.88929
H 9.44718 -1.73296 0.11988
H 10.71845 -2.53241 1.05051
C -4.57024 1.53130 0.37544
O -5.13275 0.91306 1.53502
P -6.18829 -0.28136 1.24482
O -5.83183 -0.84706 -0.06638
O -7.49718 0.68611 1.19240
C -7.60165 1.86755 2.00001
O -6.97269 -1.50176 1.96232
C -7.34152 -1.38464 3.35551
H -4.01028 2.40187 0.71495
H -3.88597 0.85728 -0.12989
H -5.35077 1.86024 -0.30890
H -7.34203 2.74143 1.40269
H -6.95501 1.83020 2.87409
H -8.63498 1.95957 2.32827
H -8.17139 -0.68550 3.46653
H -6.49883 -1.05782 3.96430
H -7.65572 -2.36648 3.69571



No. 3
83
Properties=species:S:1:pos:R:3 method="wB97M-V/def2-TZVPD" relative_energy_kcal_mol=19.2 spin_multiplicity=5 homo_lumo_gap_ev="5.6898 / 5.7452" energy_ha=-4610.31618 e_homo_ev="-8.91 / -8.91" molar_mass_g_mol=804.96 total_charge=+1 lumo_ev="-3.218 / -3.166"
Pm 0.00183 -0.22592 -0.51249
C 1.50884 0.93471 2.36366
C 0.12554 1.57755 2.64294
N -0.70831 1.69849 1.42924
C -0.84305 3.08116 0.91925
C -0.64974 3.19889 -0.60003
N 0.36010 2.28005 -1.14316
C 1.76649 2.67022 -0.90886
C 2.21686 2.39093 0.52200
N 1.86167 1.01783 0.94198
H 1.47082 -0.11884 2.63499
H 2.25903 1.41429 3.00016
H 0.25984 2.55584 3.10752
H -0.39080 0.95088 3.37024
H -1.63437 1.35979 1.65271
H -0.12133 3.71889 1.42456
H -1.82666 3.48988 1.16135
H -0.41699 4.24300 -0.83678
H -1.59026 2.95536 -1.09201
H 0.24379 2.27837 -2.15400
H 1.92878 3.72849 -1.14005
H 2.37587 2.07323 -1.58539
H 1.74528 3.09314 1.20526
H 3.29295 2.56248 0.59061
H 2.66973 0.42510 0.76766
C -1.83483 -2.37051 3.09282
P -0.87009 -2.15051 1.54236
C -2.15789 -2.85504 0.39279
N -2.25432 -4.15745 0.38610
C -3.15496 -4.76650 -0.40926
C -3.19650 -6.17401 -0.49890
C -4.11285 -6.76304 -1.32250
C -5.02359 -5.98291 -2.07063
C -5.01361 -4.61952 -1.98870
C -4.06611 -3.98499 -1.15764
N -4.00859 -2.64045 -1.08212
C -3.07275 -2.06059 -0.38286
P -2.99823 -0.20073 -0.44171
C -4.21470 0.12949 0.90180
C -3.90571 0.47101 -1.97989
C -2.92817 0.41728 -3.15967
C -5.23419 -0.16180 -2.39571
C -4.19660 1.94020 -1.64378
C 0.52330 -3.42996 1.73552
C 1.53587 -2.80015 2.70193
C 1.19133 -3.57314 0.36374
C 0.12723 -4.79481 2.30412
H -2.24053 -3.38032 3.10173
H -2.65482 -1.65438 3.13285
H -1.19718 -2.21880 3.96317
H -2.49220 -6.75912 0.07753
H -4.14676 -7.84115 -1.40500
H -5.73483 -6.47768 -2.71837
H -5.70369 -4.01034 -2.55722
H -5.17570 -0.31058 0.63876
H -4.33130 1.20215 1.05592
H -3.86325 -0.32314 1.82923
H -2.75940 -0.60614 -3.48131
H -1.95663 0.85667 -2.89879
H -3.33879 0.98101 -4.00060
H -5.10065 -1.15726 -2.78667
H -5.66803 0.46728 -3.17824
H -5.94806 -0.20591 -1.57172
H -3.30224 2.47885 -1.32472
H -4.95781 2.03416 -0.86828
H -4.57923 2.42915 -2.54058
H 2.01701 -1.92437 2.26046
H 2.31862 -3.52972 2.91500
H 1.08402 -2.51967 3.65634
H 1.51315 -2.58712 -0.00365
H 0.52054 -4.02528 -0.36294
H 2.08619 -4.19493 0.44057
H -0.17087 -4.71956 3.35176
H 1.00146 -5.44869 2.25646
H -0.67309 -5.24701 1.73952
S 2.11543 -3.43882 -7.08890
C 1.72072 -2.83007 -5.62869
S 0.25456 -3.23178 -4.78374
C 0.52322 -2.22759 -3.37158
C 1.66818 -1.52380 -3.34391
S 2.22339 -0.47593 -2.07138
S 2.71114 -1.70402 -4.74795
S -0.73865 -2.25897 -2.16814



No. 4
93
Properties=species:S:1:pos:R:3 method="wB97M-V/def2-TZVPD" homo_lumo_gap_ev=7.5341 energy_ha=-3404.16066 e_homo_ev=-10.44 molar_mass_g_mol=831.61 total_charge=+1 lumo_ev=-2.910
C 4.55326 0.66084 0.27766
C 2.91979 0.52737 0.21512
C 2.13593 0.99240 1.57189
O 2.26605 2.40289 1.94053
C 2.20862 3.31613 0.79436
C 0.85921 3.22137 -0.12565
O -0.07129 4.36436 0.01113
C 0.27626 5.46859 -0.89556
N -0.25810 6.77523 -0.27553
C 0.95202 7.59324 0.19394
C -1.13725 6.48530 0.92911
C -0.61548 6.42052 2.49724
O -2.44839 6.21941 0.67883
C -0.24904 5.30200 -2.43780
S -1.41431 6.70584 -2.99936
O -0.79210 3.97943 -2.77943
C -2.22809 3.86454 -2.48454
C -2.51355 2.26083 -2.10479
O -2.42354 1.29250 -3.05001
C -2.94017 1.77167 -0.56489
F -2.66037 2.83985 0.42897
F -2.00377 0.63696 -0.23212
C -4.45676 1.14613 -0.49337
F -5.20507 1.36869 -1.77508
F -4.39214 -0.35475 -0.33353
C -5.37777 1.70987 0.74139
F -6.71691 1.01543 0.65619
F -5.60472 3.15589 0.50638
C -4.79502 1.35388 2.24317
O -4.69298 0.13434 2.77664
O -4.29695 2.48993 3.05217
P 1.33429 5.51914 -3.55281
O 2.32150 4.08189 -3.52369
I 0.42330 5.60469 -5.85453
H 4.82928 1.75566 -0.03898
H 4.98027 -0.04449 -0.58509
H 5.04530 0.29655 1.27491
H 2.68339 -0.63283 0.06715
H 2.51970 1.04015 -0.78370
H 2.58333 0.36126 2.48071
H 0.99093 0.71820 1.52641
H 2.20811 4.41858 1.25638
H 3.18508 3.29579 0.10850
H 0.21986 2.25242 0.00464
H 1.22687 3.22071 -1.26067
H 1.44423 5.58035 -0.90161
H 0.63140 8.53857 0.84786
H 1.60510 8.00504 -0.68634
H 1.63272 6.94290 0.92459
H -0.09893 5.37753 2.76229
H 0.04066 7.34362 2.81917
H -1.60150 6.48656 3.16641
H -2.36416 6.82433 -1.94525
H -2.88718 4.11701 -3.43530
H -2.53980 4.48077 -1.53992
H -3.28842 2.57463 2.92369
H 3.00594 4.16757 -2.77062
C 3.20251 -3.46955 0.52476
C 3.30108 -4.98643 0.54570
C 2.52479 -5.70119 -0.56726
C 1.02694 -5.41695 -0.69474
N 0.07267 -5.96127 0.40431
C -1.08639 -6.75709 -0.24039
C -0.48207 -8.10997 -0.54324
C 0.42715 -8.39345 0.63552
C 0.68104 -7.05746 1.31674
C -0.47955 -4.80831 1.27601
C -1.58700 -3.95065 0.64281
C -1.19844 -3.03927 -0.50787
H 2.18128 -3.12670 0.70620
H 3.83145 -3.05003 1.31806
H 3.54328 -3.06182 -0.43033
H 3.00059 -5.33411 1.53612
H 4.35914 -5.25940 0.43934
H 2.70505 -6.78046 -0.51376
H 2.97968 -5.38738 -1.51759
H 0.67965 -5.82328 -1.65147
H 0.88955 -4.34005 -0.75385
H -1.88262 -6.84666 0.50767
H -1.45265 -6.22613 -1.12656
H 0.10207 -8.07937 -1.46762
H -1.24641 -8.88405 -0.66579
H 1.36069 -8.86308 0.31011
H -0.04864 -9.08268 1.34129
H 1.72880 -6.87436 1.52163
H 0.14856 -7.03472 2.27468
H 0.37703 -4.20560 1.59824
H -0.91270 -5.27145 2.17031
H -1.97686 -3.30323 1.44217
H -2.43759 -4.57036 0.33568
H -0.30852 -2.44963 -0.26542
H -2.01123 -2.33669 -0.72107
H -1.02089 -3.60449 -1.42773